C6H10N | ωB97M-V/def2-TZVPD

Values from the calculation:
* multiplicity: 3
* <S²>: 2.010
* DFT total energy: -7859.6895 eV
* LUMO (spin up / spin down): -2.86 / -9.35 eV
* charge: +1

Cartesian coordinates (Å):
C  1.565  0.401  0.842
C  1.747  0.350  -0.659
C  0.089  -1.670  0.001
C  0.405  -0.128  0.080
C  -1.078  0.060  0.163
C  -1.773  1.293  -0.131
N  -1.337  -1.222  0.084
H  2.228  -0.113  1.541
H  1.604  1.442  1.311
H  2.430  -0.355  -1.024
H  1.790  1.328  -1.283
H  0.122  -2.222  -1.024
H  0.275  -2.179  0.907
H  -1.224  2.234  0.020
H  -2.638  1.415  0.519
H  -2.138  1.259  -1.289
H  -2.068  -1.892  -0.058


C3H11N2O | ωB97M-V/def2-TZVPD

Values from the calculation:
* DFT total energy: -8311.6824 eV
* LUMO: -3.08 eV
* charge: +1

Cartesian coordinates (Å):
C  -2.214  0.954  0.499
C  -1.236  0.420  -0.482
O  -0.102  0.053  -0.117
N  -1.574  0.336  -1.762
H  -2.420  0.226  1.278
H  -3.106  1.395  0.088
H  -0.888  -0.028  -2.400
H  -2.470  0.630  -2.093
H  -1.719  1.726  1.032
C  2.838  -0.689  0.261
N  1.830  -0.831  1.350
H  1.842  -0.033  1.989
H  0.849  -0.902  1.049
H  2.127  -1.609  1.942
H  2.355  -0.195  -0.581
H  3.159  -1.666  -0.083
H  3.627  -0.031  0.579


C44H112F6N8O18S2 | ωB97M-V/def2-TZVPD

Values from the calculation:
* DFT total energy: -134132.5323 eV
* LUMO: -7.58 eV
* charge: +6

Cartesian coordinates (Å):
C  12.796  18.984  24.545
O  13.108  17.772  25.243
C  14.389  17.801  25.781
C  14.610  16.459  26.444
N  13.995  15.405  25.520
H  13.745  14.562  26.023
H  13.165  15.905  25.162
C  14.834  15.073  24.359
C  14.111  14.142  23.352
O  12.886  14.688  22.995
C  12.331  14.252  21.738
H  11.854  18.854  23.971
H  13.565  19.277  23.794
H  12.760  19.797  25.300
H  14.517  18.563  26.491
H  15.077  18.025  24.901
H  13.994  16.466  27.374
H  15.612  16.153  26.620
H  15.737  14.599  24.788
H  15.108  16.006  23.889
H  14.031  13.088  23.700
H  14.801  14.092  22.515
H  11.569  14.861  21.285
H  12.109  13.188  21.828
H  13.184  14.272  21.035
C  6.184  18.782  24.629
O  5.267  18.113  23.782
C  4.720  16.895  24.362
C  3.245  17.118  24.526
N  2.770  17.734  23.181
H  3.538  18.254  22.690
H  2.626  16.901  22.594
C  1.531  18.527  23.163
C  1.379  19.239  21.815
O  1.317  18.287  20.805
C  1.089  18.821  19.513
H  6.483  19.648  24.051
H  6.997  18.140  24.945
H  5.680  19.110  25.533
H  5.159  16.530  25.251
H  4.850  16.199  23.537
H  3.061  17.921  25.286
H  2.588  16.306  24.781
H  1.434  19.273  23.961
H  0.704  17.783  23.328
H  2.227  19.969  21.697
H  0.525  19.911  21.766
H  0.225  19.507  19.585
H  0.940  17.934  18.841
H  1.949  19.376  19.145
C  1.201  6.284  9.737
O  1.358  7.513  10.488
C  1.345  8.734  9.857
C  1.673  9.807  10.899
N  0.610  9.677  12.004
H  0.203  10.664  12.215
H  -0.081  9.044  11.584
C  1.048  9.085  13.256
C  1.453  10.235  14.192
O  0.308  11.113  14.175
C  0.628  12.458  14.527
H  2.177  6.049  9.257
H  0.477  6.605  9.042
H  0.869  5.476  10.435
H  0.298  8.979  9.488
H  2.053  8.859  8.989
H  1.581  10.833  10.448
H  2.631  9.684  11.324
H  1.846  8.412  13.036
H  0.167  8.541  13.664
H  2.329  10.797  13.721
H  1.707  9.918  15.248
H  0.804  12.401  15.613
H  -0.144  13.074  14.258
H  1.516  12.807  13.964
C  -0.898  7.260  23.696
O  -0.855  8.486  22.920
C  -1.941  8.987  22.129
C  -1.702  10.450  21.758
N  -0.320  10.517  21.165
H  0.222  11.176  21.775
H  0.208  9.581  21.154
C  -0.209  11.071  19.817
C  1.090  10.505  19.224
O  0.938  9.073  19.294
C  0.130  8.587  18.265
H  -1.458  6.480  23.228
H  -1.469  7.417  24.608
H  0.142  6.952  23.747
H  -2.905  8.865  22.693
H  -2.008  8.354  21.198
H  -1.746  11.078  22.616
H  -2.426  10.868  21.104
H  -0.269  12.160  19.886
H  -1.007  10.638  19.205
H  1.982  10.751  19.866
H  1.352  10.920  18.222
H  0.277  7.501  18.221
H  0.418  9.137  17.384
H  -0.960  8.757  18.482
C  5.974  20.680  17.511
O  6.942  21.708  17.377
C  6.611  22.794  18.187
C  6.983  23.999  17.398
N  8.339  24.242  16.943
H  8.960  24.200  17.738
H  8.539  23.483  16.289
C  8.500  25.570  16.190
C  9.557  25.275  15.140
O  9.160  24.094  14.450
C  9.778  23.885  13.132
H  6.212  19.970  16.700
H  4.898  20.970  17.474
H  6.214  20.211  18.451
H  7.157  22.625  19.147
H  5.560  22.932  18.339
H  6.661  24.898  17.890
H  6.399  23.962  16.527
H  8.656  26.356  16.922
H  7.518  25.761  15.725
H  10.542  25.234  15.630
H  9.680  26.167  14.495
H  9.840  22.868  12.845
H  10.711  24.411  13.024
H  9.093  24.400  12.514
C  -6.578  12.127  28.733
O  -5.933  11.879  29.939
C  -6.438  10.833  30.827
C  -5.713  11.063  32.156
N  -4.204  11.178  31.940
H  -4.038  11.912  31.244
H  -3.817  11.592  32.784
C  -3.382  9.940  31.559
C  -1.977  10.176  32.101
O  -1.469  11.343  31.502
C  -0.397  11.937  32.191
H  -6.819  13.221  28.668
H  -7.481  11.496  28.638
H  -5.945  12.033  27.816
H  -6.175  9.849  30.434
H  -7.509  10.783  30.893
H  -5.915  10.284  32.879
H  -5.984  11.981  32.668
H  -3.451  9.930  30.462
H  -3.792  9.060  32.000
H  -1.430  9.324  31.874
H  -2.011  10.382  33.147
H  -0.135  12.861  31.625
H  0.511  11.353  32.210
H  -0.707  12.245  33.184
C  7.402  3.795  31.452
O  7.827  3.604  30.185
C  8.663  4.593  29.568
C  9.196  3.872  28.337
N  8.167  3.113  27.461
H  8.601  2.698  26.646
H  7.726  2.469  28.085
C  6.987  3.926  27.078
C  7.501  5.042  26.103
O  8.499  4.443  25.326
C  8.292  4.675  23.936
H  7.220  4.842  31.687
H  8.235  3.577  32.191
H  6.568  3.126  31.630
H  9.480  4.840  30.230
H  7.982  5.453  29.289
H  9.989  3.188  28.602
H  9.589  4.672  27.690
H  6.459  4.412  27.891
H  6.256  3.260  26.572
H  7.972  5.823  26.715
H  6.735  5.487  25.459
H  7.313  4.460  23.523
H  9.054  4.133  23.405
H  8.574  5.698  23.712
C  3.014  12.630  24.043
F  4.015  13.426  24.584
F  3.570  11.903  23.109
F  2.382  11.944  25.020
S  1.825  13.832  23.120
O  0.982  12.777  22.563
O  1.255  14.787  24.081
N  2.627  14.656  22.142
S  3.061  14.229  20.658
O  3.317  12.829  20.532
O  2.365  14.919  19.612
C  4.744  15.221  20.835
F  5.382  15.245  19.718
F  4.444  16.479  21.177
F  5.405  14.603  21.770


Computed relative energy (zero: lowest compared OMol25 entry of this formula, charge and spin), in the same sequence as the records: 107.1 2.5 0.0 kcal per mole.